Entry 1:
Entry from OMol25: a structure of composition C21H47FeNO2SSi2 at a distorted geometry (ωB97M-V/def2-TZVPD).

Summary:
Molecular weight = 489.7 u
F_max = 1.69 eV/Å
Expectation value of S² = 8.7619
Lowest unoccupied orbital energy (spin up / spin down) = -2.66 / -5.56 eV
Energy above the lowest of the compared OMol25 structures with the same formula, charge and spin = 0.0 kcal/mol
Charge = +1
HOMO energy (spin up / spin down) = -11.2 / -11.1 eV
Multiplicity = 6

Atoms and positions in Å:
O  -0.58635  2.83055  -2.59717
O  -2.97623  -0.13644  -5.74075
C  -1.94730  2.90397  -2.09656
C  -2.07445  4.10253  -1.17815
H  -2.15106  1.96786  -1.53397
H  -2.63318  2.98298  -2.95295
H  -1.46354  4.00409  -0.26920
H  -3.11291  4.17839  -0.84555
H  -1.79796  5.05239  -1.67506
C  -0.40291  2.64853  -4.02412
C  -1.48652  3.19443  -4.92699
H  -0.30842  1.56806  -4.18304
H  0.56932  3.09569  -4.27095
H  -2.29448  2.45624  -5.00466
H  -1.04757  3.26799  -5.92934
H  -1.86216  4.17772  -4.60917
C  -1.81953  -0.95076  -5.56786
C  -4.15130  -0.77064  -5.25656
C  -0.67882  -0.34744  -6.35858
H  -2.00826  -1.97387  -5.94023
H  -1.54478  -1.02353  -4.49649
H  -0.94264  -0.28331  -7.41791
H  0.21120  -0.97259  -6.27158
H  -0.43435  0.65429  -5.99959
C  -5.40251  -0.17516  -5.87934
H  -4.20746  -0.65571  -4.15929
H  -4.13331  -1.85029  -5.48294
H  -5.46863  0.90115  -5.70669
H  -6.28164  -0.65288  -5.44047
H  -5.42576  -0.35799  -6.95897
H  -3.28335  -0.52091  0.57354
Fe  0.36697  1.60775  -1.02926
C  -3.81904  -1.13523  -0.13293
Si  -3.69869  -3.01315  0.12818
H  -4.93030  -0.94956  -0.04597
H  -3.52901  -0.89617  -1.16635
C  -5.49511  -3.57818  0.27326
C  -2.73729  -3.28211  1.72747
C  -2.76507  -3.97417  -1.20883
C  1.23647  3.40697  -0.34867
Si  2.81828  3.08582  -1.27155
H  1.28573  3.31427  0.75532
H  0.70749  4.34249  -0.61903
C  3.36539  4.68019  -2.08462
C  2.54540  1.79260  -2.63611
C  4.18744  2.43649  -0.14406
H  -2.85482  -3.48902  -2.19243
H  -3.14623  -5.00248  -1.30367
H  -1.69095  -4.03342  -0.96602
H  -6.02352  -2.88584  0.94607
H  -5.58649  -4.59357  0.68109
H  -6.00172  -3.54717  -0.70306
H  -2.70662  -2.34718  2.30595
H  -1.69463  -3.57327  1.52304
H  -3.18328  -4.06060  2.36008
H  2.73015  2.27775  -3.61120
H  1.56684  1.27047  -2.75718
H  3.29139  1.00722  -2.46539
H  5.09388  2.17848  -0.70657
H  3.88437  1.53580  0.40304
H  4.46163  3.19351  0.59968
H  4.43627  4.65777  -2.32370
H  3.16946  5.53011  -1.41892
H  2.79631  4.82639  -3.01178
S  0.80863  -0.82559  -1.12622
C  1.14074  -0.55332  0.50976
C  1.71572  -1.49647  1.37956
C  1.85730  -1.21175  2.73014
C  1.48866  0.08154  3.15505
C  1.00639  1.01850  2.22236
N  0.77658  0.69831  0.92014
H  2.01347  -2.43658  0.93693
H  2.26272  -1.94171  3.42918
H  1.59835  0.41405  4.18924
H  0.79322  2.05161  2.51220

Entry 2:
Entry from OMol25: a structure of composition C21H20ClCoF3N3O6S3 (ωB97M-V/def2-TZVPD).

Summary:
Molecular weight = 658.0 u
F_max = 0.43 eV/Å
Expectation value of S² = 6.0250
Lowest unoccupied orbital energy (spin up / spin down) = -1.45 / -1.59 eV
Energy above the lowest of the compared OMol25 structures with the same formula, charge and spin = 4.6 kcal/mol
Charge = 0
HOMO energy (spin up / spin down) = -7.6 / -8.1 eV
Multiplicity = 5

Atoms and positions in Å:
Co  -1.42968  -0.23086  0.28590
Cl  3.72788  -4.70973  1.97672
C  2.21817  -3.86972  1.75919
C  1.04192  -4.61601  1.52698
C  -0.15529  -3.99105  1.34662
C  -0.26405  -2.56630  1.34762
O  -1.39060  -2.02260  1.08758
C  0.92944  -1.83032  1.62724
C  0.96188  -0.42729  1.83887
N  -0.03241  0.41287  1.73507
C  0.11569  1.68828  2.30785
C  0.96424  1.84564  3.39101
C  1.15070  3.05574  4.06621
C  0.40286  4.13607  3.71009
C  -0.54822  4.02026  2.67418
C  -1.40312  5.12421  2.42464
C  -2.41165  5.01173  1.52385
C  -2.51114  3.82844  0.79333
N  -1.65202  2.81757  0.92948
C  -0.68215  2.81923  1.94115
C  2.15943  -2.51394  1.82303
H  1.10703  -5.69569  1.48827
H  -1.05960  -4.55101  1.15114
H  1.94059  -0.04806  2.13994
H  1.47237  0.97560  3.77908
H  1.84947  3.10607  4.88931
H  0.48116  5.07907  4.23381
H  -1.25748  6.02964  2.99799
H  -3.12477  5.79957  1.33614
H  -3.29313  3.67502  0.06948
H  3.05721  -1.94293  2.02784
O  -1.56363  3.73163  -1.70449
S  -1.93553  2.30146  -1.58107
N  -1.70861  1.81154  0.00105
C  0.79394  -0.92842  -4.17831
C  0.70729  0.42341  -3.50004
S  1.04998  0.44899  -1.73943
O  0.07997  -0.54505  -1.13614
C  2.67075  -0.36372  -1.64707
C  2.62361  -1.88690  -1.63997
H  0.38643  -0.84000  -5.18493
H  0.19237  -1.65975  -3.64299
H  1.82077  -1.28427  -4.26093
H  -0.32069  0.78654  -3.52983
H  1.35597  1.18196  -3.94595
H  3.10812  0.01855  -0.72306
H  3.25680  0.04461  -2.47323
H  1.74945  -2.24034  -1.09544
H  3.51478  -2.27548  -1.14722
H  2.58174  -2.30131  -2.64352
F  -2.74937  -3.57453  -3.39903
C  -2.57756  -2.93201  -2.23685
F  -1.27529  -2.99311  -1.92512
F  -3.26108  -3.58135  -1.29318
S  -3.14657  -1.18828  -2.40823
O  -4.52755  -1.29784  -2.76270
O  -2.24201  -0.62563  -3.38008
O  -2.94881  -0.64022  -1.05186

Entry 3:
Entry from OMol25: a cluster of 2 separate species, C9H12N5 in total at a distorted geometry (ωB97M-V/def2-TZVPD).

Summary:
Molecular weight = 190.2 u
F_max = 3.63 eV/Å
Lowest unoccupied orbital energy = -5.33 eV
Energy above the lowest of the compared OMol25 structures with the same formula, charge and spin = 74.1 kcal/mol
Charge = +1
HOMO energy = -13.3 eV
Multiplicity = 1

Atoms and positions in Å:
C  2.29807  -0.52417  2.15566
C  1.16303  -0.62411  1.35454
C  3.24623  0.45058  1.83435
C  1.97090  1.22934  0.12915
C  0.88046  0.36361  0.35684
C  -2.27935  2.27618  -0.61569
C  -1.16612  2.22471  -1.57775
C  -1.65491  0.01467  0.01687
C  -0.26095  0.38963  -0.46833
N  3.13066  1.21893  0.74606
N  -2.51126  1.18910  -0.03954
N  -0.27946  1.28245  -1.47778
N  0.30647  -1.25850  -1.87164
N  -1.76831  -0.65235  1.32556
H  2.47960  -1.24671  2.89217
H  0.49494  -1.44237  1.50641
H  4.08674  0.56546  2.45184
H  1.96451  1.95100  -0.56913
H  -2.98141  3.25582  -0.60029
H  -1.09369  2.77595  -2.53585
H  -2.43868  -0.50868  -0.53766
H  1.03434  -0.94001  -2.49069
H  0.58674  -2.10939  -1.40446
H  -1.84146  0.08502  1.97364
H  -0.44626  -1.43631  -2.55817
H  -2.58301  -1.21910  1.51078

Entry 4:
Entry from OMol25: a structure of composition CuH12O6 (ωB97M-V/def2-TZVPD).

Summary:
Molecular weight = 171.6 u
F_max = 0.95 eV/Å
Expectation value of S² = 2.0018
Lowest unoccupied orbital energy (spin up / spin down) = -2.73 / -5.76 eV
Charge = +1
HOMO energy (spin up / spin down) = -6.9 / -15.9 eV
Multiplicity = 3

Atoms and positions in Å:
Cu  -12.78533  -10.10727  -8.01815
O  -10.89133  -9.38812  -7.33635
H  -10.61960  -9.86012  -6.54920
H  -10.14883  -8.82098  -7.54442
O  -11.53941  -11.38314  -9.41702
H  -10.58528  -11.36185  -9.49059
H  -11.81932  -11.99145  -10.10101
O  -14.63083  -11.03585  -8.80133
H  -15.11360  -11.04970  -9.62775
H  -15.24903  -11.37964  -8.15646
O  -12.70815  -11.76951  -6.67063
H  -13.17123  -11.70083  -5.83573
H  -12.42033  -12.68152  -6.71111
O  -12.89501  -9.04938  -10.00393
H  -13.58515  -8.74671  -10.59413
H  -12.10117  -9.04104  -10.53870
O  -14.05388  -8.59144  -7.21695
H  -14.31612  -7.86238  -7.77903
H  -14.50197  -8.42788  -6.38706

Entry 5:
Entry from OMol25: an isolated molecule of C4H7NS at a distorted geometry (ωB97M-V/def2-TZVPD).

Summary:
Molecular weight = 101.2 u
F_max = 2.23 eV/Å
Lowest unoccupied orbital energy = 0.13 eV
Energy above the lowest of the compared OMol25 structures with the same formula, charge and spin = 30.8 kcal/mol
Charge = 0
HOMO energy = -8.0 eV
Multiplicity = 1

Atoms and positions in Å:
C  -1.16403  -1.19240  -0.00230
C  -0.33750  1.16049  0.00309
C  1.02899  1.05068  -0.01679
C  1.84286  -0.13074  0.01273
H  -0.64840  -1.53445  -0.88951
H  -2.18957  -1.61453  0.00304
H  -0.57401  -1.54978  0.89104
H  -2.27150  0.61772  -0.03529
H  -0.77858  2.18988  0.02705
H  1.56937  1.97678  0.02048
H  1.34772  -1.06063  -0.00167
N  -1.30174  0.25615  -0.00502
S  3.47638  -0.16916  -0.00687